95
Properties=species:S:1:pos:R:3:forces:R:3:mulliken_charge:R:1 method="wB97M-V/def2-TZVPD" e_tot_ha=-3619.0995 gap_ev="6.72 / 6.34" lumo_energy_ev="-3.34 / -3.84" total_charge=+1
C -2.70697 -1.82447 5.63866 0.002 -0.003 0.007 -2.1848
C -0.77437 -3.19471 -2.99496 -0.016 0.038 -0.046 -1.3965
H 7.57130 1.44080 2.04669 0.000 0.002 0.006 0.2312
C 2.44196 1.50049 0.89927 0.004 0.029 0.005 -0.2889
H -2.50475 -4.39902 -4.58489 0.000 -0.006 0.006 0.4656
H -4.09384 3.34527 2.29060 0.002 0.000 -0.003 0.4201
H -2.11954 -2.18431 6.48188 -0.004 0.000 0.001 0.4572
H 0.89416 2.12845 -4.35503 -0.002 -0.009 0.000 0.3032
C 1.91978 3.17358 -2.73810 -0.027 0.022 -0.015 1.3312
C -5.28566 4.88333 1.40339 0.000 0.005 -0.003 -1.0495
C -3.22692 5.13528 -0.44930 -0.018 -0.002 -0.017 -0.2225
C 3.04790 2.15391 -2.60846 -0.007 -0.008 0.004 -1.3123
C -4.33900 5.95523 -0.54451 0.022 -0.011 -0.005 -1.0571
C -2.44030 -1.32416 -1.12068 0.001 -0.019 0.094 0.0946
C -2.92961 -3.48471 -4.17453 -0.038 -0.021 0.016 -2.1499
H -0.47035 -4.10090 -3.51923 0.028 -0.006 0.028 0.5459
H -4.00857 -3.62893 -4.10850 -0.003 0.031 0.016 0.4761
H 1.71927 2.20660 1.28963 -0.019 -0.014 -0.005 0.6142
H 2.03706 3.36202 -4.87904 -0.001 0.000 0.002 0.4952
C -0.73343 3.44000 -0.22061 0.034 0.019 0.072 -1.1610
C -2.29158 -3.23922 -2.80964 0.013 0.019 0.020 1.1596
C -2.71189 -4.34075 -1.83922 0.034 -0.005 0.003 -1.5264
C -4.02378 -0.11389 -2.07521 0.013 -0.011 -0.021 -1.1068
S -0.42324 0.54717 2.17721 0.038 -0.044 0.121 -0.3681
N -3.11093 0.26659 1.57726 0.000 -0.023 0.010 1.2136
N -2.53790 -0.62378 3.49475 0.009 0.004 0.010 0.5704
C 2.50224 4.56726 -2.52194 0.020 0.008 -0.005 -2.1556
H -0.01244 -1.73959 3.49040 0.004 0.006 0.000 0.1430
C -1.74961 -1.13953 4.66625 -0.021 -0.002 -0.024 1.1640
H -3.45818 -1.13705 6.02936 0.002 0.002 -0.001 0.4791
C -0.73985 -2.17398 4.17082 0.000 0.000 0.004 -1.3526
H -4.24066 -1.44125 -3.80628 -0.010 -0.002 0.015 0.5434
C 3.79761 1.66691 1.11033 -0.005 -0.004 -0.004 -0.9413
H 0.47348 3.84409 -4.20784 -0.001 0.001 0.001 0.3608
H 3.82054 2.37799 -3.34480 -0.010 -0.002 -0.001 0.6135
C -6.52994 6.67235 0.28319 0.006 0.012 0.001 -0.0387
H -0.58582 -0.34912 6.28338 0.000 0.003 -0.001 0.4962
H -2.38680 -5.30828 -2.22296 0.001 0.010 -0.014 0.4685
N 6.58381 1.30696 1.89961 0.020 -0.010 -0.015 -0.3389
H -0.34288 0.52751 4.77339 0.003 0.002 -0.006 0.2755
C -1.08515 0.02904 5.39096 0.005 0.001 -0.001 -1.5198
H -2.25907 -4.19241 -0.86036 -0.011 -0.033 -0.001 0.3175
C -2.07449 0.03911 2.40896 0.017 0.010 -0.009 0.0967
H -4.32051 1.37554 0.08503 0.007 0.005 0.006 -0.1532
C 6.16449 0.93826 0.67890 -0.065 0.010 0.046 -0.2596
H -4.71774 0.69990 -2.18434 0.000 0.000 0.002 0.6225
B -3.22418 0.87715 0.13257 -0.017 0.030 0.034 0.4242
H 2.69238 1.14222 -2.78558 -0.004 -0.023 0.012 0.2582
H 1.75598 5.35257 -2.64890 0.005 0.000 -0.004 0.4941
C -1.96987 3.25759 0.66618 -0.019 -0.009 0.000 0.5690
H 2.35456 -1.22792 -0.88635 -0.007 0.003 0.000 0.5448
Rh -0.05909 0.18420 -0.08580 0.268 0.431 -0.209 0.5822
N -2.79205 -1.92749 -2.27645 -0.053 -0.067 0.019 0.5584
H -3.20011 -2.68719 5.19027 0.003 -0.001 0.000 0.4815
C -3.13511 4.19211 0.56585 -0.006 0.009 0.030 -0.4698
N -7.45544 7.34775 0.20433 0.002 -0.010 -0.001 -0.4798
C 0.01669 1.79576 -1.69469 -0.095 -0.175 0.061 -0.5946
H -0.48600 -2.33791 -3.60603 -0.029 -0.011 -0.024 0.2644
H -5.19664 -0.21580 1.66080 0.004 -0.002 0.001 0.6791
C -3.78993 -1.17400 -2.87127 0.051 0.081 -0.030 -0.4214
C -4.23974 -0.27572 2.14790 0.000 -0.022 0.027 -1.5619
H 4.14552 2.52758 1.66547 0.009 -0.002 0.002 0.4624
H -3.79697 -4.36214 -1.72766 -0.001 0.006 -0.013 0.3738
H -1.83377 0.75871 5.70378 0.000 -0.002 0.001 0.3802
S -1.29162 -1.86742 0.06360 -0.110 -0.110 -0.128 -0.5090
H -4.41342 6.69484 -1.32964 -0.001 0.000 0.000 0.4762
H 4.83117 -1.03088 -0.63246 0.004 0.002 0.000 0.4760
H -0.24305 -3.14685 -2.04930 -0.014 0.025 0.044 0.2661
N -3.18573 -0.20503 -0.98432 0.002 -0.028 -0.046 0.1122
H -4.50375 -1.32128 4.05758 -0.003 0.001 -0.004 0.5645
S 7.13600 0.75961 -0.62366 0.023 0.001 -0.026 -0.2778
C -5.37003 5.82616 0.38090 -0.028 -0.001 0.007 0.4890
H 0.93401 4.80954 -0.69819 -0.005 -0.006 0.013 0.7877
H -0.20901 -2.58627 5.02948 0.000 -0.002 -0.003 0.4962
H 3.50353 2.21132 -1.61886 0.008 -0.007 -0.005 0.2664
C 4.68673 0.75320 0.55543 0.031 -0.001 -0.002 0.6860
S 0.10609 0.29208 -2.50476 0.014 -0.037 0.047 -0.0152
C -4.16746 4.07560 1.49288 0.017 0.008 -0.004 -0.1235
H 2.97214 4.66734 -1.54166 -0.003 -0.001 0.001 0.4174
N 1.95596 0.47422 0.19770 -0.210 0.065 -0.040 0.1996
C 0.39206 3.88776 -0.81227 -0.024 0.014 -0.023 -1.3903
H -2.71426 -2.67374 -4.87127 0.027 -0.029 -0.022 0.4640
H -1.25451 -2.98952 3.66047 -0.001 0.003 -0.001 0.3658
C 2.80362 -0.42093 -0.32369 0.029 -0.013 -0.014 -0.8653
N -2.16558 1.94359 -0.09119 -0.060 0.057 -0.048 0.1917
N 0.85932 2.91590 -1.71103 0.065 -0.051 0.076 0.7078
H -6.09051 4.79629 2.12006 0.000 0.000 -0.001 0.4682
C 1.28485 3.11864 -4.12825 -0.002 -0.005 0.010 -1.6467
H -1.70897 3.03905 1.70403 -0.008 -0.017 -0.001 0.9989
H 5.98153 1.25473 2.70368 -0.004 0.002 -0.002 0.2120
C -3.89593 -0.82399 3.32852 -0.012 0.017 -0.027 -0.3116
H 3.27540 4.72508 -3.27233 0.001 0.003 0.004 0.4501
H -2.42321 5.23051 -1.16832 0.002 0.000 0.001 0.3997
C -1.01846 2.17883 -0.76749 0.141 -0.144 -0.006 1.2680
C 4.16944 -0.31059 -0.17353 -0.015 0.016 -0.002 -0.5447